DFT (ωB97M-V/def2-TZVPD) results for a molecular structure, C13H17MoN2O3Te4 in a non-equilibrium geometry.

Total charge: +1
2S+1: 3
Lowest unoccupied orbital energy (alpha / beta), Eh: -0.1599 / -0.1347
HOMO level (alpha / beta), eV: -9.69 / -9.89
Expectation value of S²: 2.092
DFT total energy, hartree: -1980.864601
Energy above the lowest of the compared OMol25 structures with the same formula, charge and spin, eV: 0.308

Cartesian coordinates (Å):
Mo  2.38960  0.47333  0.34793
Te  3.96753  1.42427  -1.59546
Te  5.49540  0.56926  0.49576
Te  4.15831  1.51809  2.68432
Te  1.96856  -0.02491  3.05083
C  0.44079  0.22310  -0.26824
C  -0.75971  0.28205  -0.46065
C  -2.17853  0.41789  -0.60187
C  -2.76976  0.51024  -1.86705
C  -4.13400  0.72350  -1.98518
C  -4.92531  0.85016  -0.85076
C  -4.34916  0.75621  0.40949
C  -2.98484  0.54159  0.53806
H  -2.14802  0.41704  -2.74748
H  -4.58208  0.78926  -2.96750
H  -5.98987  1.01324  -0.94828
H  -4.96551  0.83850  1.29483
H  -2.53190  0.44499  1.51750
N  -1.47284  3.62006  -0.29100
C  -0.44941  3.37891  0.77051
C  0.82615  2.99622  -0.00025
O  0.85081  3.26291  -1.19277
O  1.71121  2.42112  0.71278
H  -2.05389  2.78428  -0.43358
H  -0.87426  3.75239  -1.14376
H  -2.07135  4.42346  -0.12068
H  -0.76036  2.57074  1.42647
H  -0.29425  4.29013  1.34416
C  2.95988  -4.99601  -0.10815
N  2.47989  -3.65511  0.23611
C  1.18421  -3.48283  0.89558
C  3.15724  -2.60337  -0.14976
O  2.77372  -1.43177  0.04706
H  2.48818  -5.71242  0.55671
H  4.03735  -5.05245  0.02964
H  2.70366  -5.24549  -1.13733
H  0.93315  -4.40528  1.40888
H  0.41535  -3.24310  0.15993
H  1.25226  -2.66900  1.61405
H  4.10181  -2.77118  -0.67081

Cartesian forces (eV/Å) of the 3 atoms listed first:
-0.4202 1.2872 0.1106
-0.1310 -0.0633 0.3002
0.0821 -0.0834 -0.0205

natural (NBO) charges in e: number 1, Mo, carries 0.568; number 2, Te, carries 0.107; number 3, Te, carries 0.077; number 4, Te, carries 0.163; number 5, Te, carries -0.133; number 6, C, carries -0.266; number 7, C, carries -0.113; number 8, C, carries -0.163; number 9, C, carries -0.186; number 10, C, carries -0.222; number 11, C, carries -0.147; number 12, C, carries -0.228; number 13, C, carries -0.208; number 14, H, carries 0.232; number 15, H, carries 0.230; number 16, H, carries 0.219; number 17, H, carries 0.229; number 18, H, carries 0.227; number 19, N, carries -0.703; number 20, C, carries -0.344; number 21, C, carries 0.821; number 22, O, carries -0.643; number 23, O, carries -0.689; number 24, H, carries 0.456; number 25, H, carries 0.472; number 26, H, carries 0.433; number 27, H, carries 0.252; number 28, H, carries 0.246; number 29, C, carries -0.414; number 30, N, carries -0.341; number 31, C, carries -0.426; number 32, C, carries 0.580; number 33, O, carries -0.624; number 34, H, carries 0.228; number 35, H, carries 0.226; number 36, H, carries 0.220; number 37, H, carries 0.223; number 38, H, carries 0.226; number 39, H, carries 0.239; number 40, H, carries 0.179